Formula: C31H44IrN2O5SeSi3
Source: the Open Molecules 2025 dataset
Level of theory: ωB97M-V/def2-TZVPD

Calculated values
Net charge ... 0
Multiplicity ... 6
Expectation value of S² ... 8.81
Frontier orbital gap (alpha / beta) ... 2.01 / 4.03 eV
Energy above the lowest of the compared OMol25 structures with the same formula, charge and spin ... 31.89 kcal per mole
HOMO level (alpha / beta) ... -3.9 / -7.2 eV

Geometry (Å):
1 C 5.7125 -17.3758 -2.0084
2 C 10.5391 -16.2806 2.9738
3 H 5.8939 -18.1718 4.9919
4 H 8.4619 -13.3857 4.2602
5 H 10.7417 -16.7513 -3.6563
6 H 7.2890 -19.7987 2.4323
7 O 7.5427 -19.6650 0.3875
8 H 4.6019 -15.7314 0.9181
9 H 9.8471 -18.0517 5.3435
10 C 7.4514 -16.8566 2.2926
11 H 6.5633 -17.2958 -4.7643
12 C 10.2716 -16.9586 -0.8816
13 H 10.3277 -15.2905 2.5231
14 H 9.6787 -12.8365 1.8782
15 H 6.4187 -12.6854 2.6921
16 H 7.7463 -24.0088 4.2718
17 H 11.3466 -16.7354 2.3636
18 C 7.5534 -20.2967 1.4872
19 H 9.6863 -20.0323 2.9287
20 H 3.7805 -18.9193 2.0065
21 Si 5.5893 -17.4337 2.5583
22 H 7.0825 -22.0987 5.0642
23 H 7.4527 -14.6287 -2.1521
24 C 4.3268 -16.2540 1.8668
25 H 9.0437 -15.0631 4.6433
26 H 8.9931 -16.9400 -5.4261
27 C 10.0171 -19.1125 2.4166
28 C 9.6992 -16.9109 -3.3941
29 C 8.6943 -17.0136 -4.3774
30 C 9.0322 -13.3152 -1.4416
31 H 9.6690 -25.8323 3.4356
32 H 5.8576 -21.3586 3.9925
33 H 9.0685 -22.8130 -1.2856
34 C 7.0394 -17.3124 -2.6488
35 H 5.1159 -19.3233 0.8851
36 H 10.9069 -16.1234 4.0098
37 C 8.3290 -22.5423 0.6902
38 H 7.4326 -20.5078 4.3016
39 H 5.3229 -13.9040 3.4388
40 C 6.0028 -13.7142 2.5782
41 C 7.8054 -21.6889 1.7250
42 H 8.2915 -18.8806 5.0268
43 C 7.5861 -22.2572 3.0354
44 Ir 7.5147 -17.1925 0.2127
45 H 3.4335 -16.8841 1.6266
46 O 9.5471 -17.0745 0.3213
47 Si 9.1479 -17.5609 3.0460
48 N 7.7913 -14.9814 -0.0867
49 O 11.4723 -16.7961 -0.9756
50 H 9.0910 -24.4882 0.2068
51 H 11.0706 -18.9277 2.7324
52 H 5.4360 -13.7508 1.6220
53 C 8.5136 -22.0523 -0.7179
54 C 8.8403 -17.9334 4.8691
55 C 7.3531 -17.2126 -4.0202
56 O 4.6884 -17.4879 -2.8454
57 H 5.5544 -16.3921 4.8449
58 H 10.0095 -19.2425 1.3252
59 C 8.1894 -14.4648 4.2918
60 H 4.0148 -15.5303 2.6414
61 H 4.2248 -17.5962 4.5712
62 H 5.1280 -19.9533 2.5668
63 C 6.9475 -21.4927 4.1468
64 H 8.0823 -26.4539 2.9142
65 C 9.2637 -13.2786 0.9632
66 C 8.6746 -23.8561 0.9987
67 H 9.4030 -26.2737 1.7326
68 C 4.8855 -19.0767 1.9323
69 C 8.5011 -24.4063 2.2825
70 C 5.3177 -17.4025 4.4276
71 Se 4.5489 -14.2821 -1.4325
72 H 10.3780 -11.9770 -0.3380
73 C 9.6554 -12.7808 -0.2857
74 H 7.3793 -14.5760 5.0623
75 H 7.5560 -21.8648 -1.2333
76 C 7.9291 -23.5851 3.2745
77 C 9.3338 -17.0758 -2.0392
78 H 9.2815 -12.9601 -2.4424
79 C 8.3147 -14.3149 1.0534
80 C 8.9357 -25.8046 2.6114
81 H 3.8310 -17.2204 -2.4590
82 O 5.6181 -17.3609 -0.7501
83 H 9.1008 -21.1142 -0.7583
84 N 8.0270 -17.2970 -1.6908
85 C 8.0632 -14.3228 -1.2935
86 Si 7.4604 -14.9183 2.6168
87 H 8.2860 -17.1175 5.3694

=====

Formula: C31H44N7O13
Source: the Open Molecules 2025 dataset
Level of theory: ωB97M-V/def2-TZVPD

Calculated values
Net charge ... -1
Frontier orbital gap ... 6.10 eV
Energy above the lowest of the compared OMol25 structures with the same formula, charge and spin ... 107.52 kcal per mole
HOMO level ... -6.2 eV

Geometry (Å):
1 C 3.6972 -2.7651 -2.2792
2 H 4.5112 -3.4068 -2.3524
3 H -1.7332 -1.6558 -2.7972
4 H -6.6988 0.4290 2.6587
5 H -3.7454 -1.8631 0.2876
6 C 3.0851 0.7740 4.6749
7 H 3.1146 1.8660 5.2218
8 C 1.7650 0.1188 4.3891
9 H -3.1071 -3.8256 -2.5821
10 H -2.6222 1.5444 0.6230
11 O -1.4972 -1.0997 1.8579
12 H 2.8826 0.5930 0.9209
13 C -1.0110 -2.5092 -2.9312
14 N -8.4754 -3.0585 -0.1277
15 H -1.0225 -0.6872 2.7351
16 H 2.4358 -0.0071 -2.3576
17 C 2.2771 1.0107 -2.7568
18 C 1.9364 -4.2813 -1.6165
19 H 1.1084 -4.6428 -1.1503
20 C 4.4479 3.0539 -0.1894
21 H -1.3211 2.0213 2.8259
22 C 3.2492 1.5118 -3.7532
23 H 4.0161 3.2831 -4.9844
24 H 0.4448 -4.0464 -4.2322
25 H -0.3812 2.2937 1.2984
26 N 3.8176 2.7537 1.0716
27 H 2.8872 -3.1265 3.0883
28 O 0.6724 5.8201 -4.0297
29 O -9.6401 -2.5960 0.0683
30 O 0.5507 1.9690 4.9600
31 N 2.6351 -3.2318 -1.4102
32 C 3.0247 -2.0879 3.5597
33 H 0.9028 -1.7518 3.3008
34 H 2.2790 1.6068 2.1206
35 H -4.3002 -0.0479 1.8686
36 C 3.1507 3.0577 -4.2640
37 C -7.5165 -1.0477 1.4974
38 C 4.2864 -0.1156 4.6189
39 C -0.8368 -0.8240 0.8251
40 O -3.9853 2.9885 0.0746
41 C 2.5584 1.8289 1.1168
42 H 3.0273 -1.7656 0.0741
43 N 0.3906 0.7392 4.5729
44 H -0.4761 -2.9009 -1.9958
45 C 2.1889 -2.2044 -0.4320
46 C -4.6864 -1.6324 0.6561
47 C -7.3833 -2.2952 0.4050
48 O -0.8433 -5.4630 -5.0084
49 C 1.8557 3.7907 -3.8640
50 H 1.3063 -2.3981 0.2134
51 H 3.8499 3.0113 -1.0187
52 C 0.8854 3.3119 -2.8040
53 H 5.1917 -1.9344 4.2275
54 O -8.2096 -4.1013 -0.8213
55 H -2.9868 -5.1433 -3.5151
56 H 3.6379 2.8976 3.1073
57 C -0.5451 -4.4584 -4.3148
58 H 3.9761 0.8799 -4.0847
59 H 1.6592 2.0829 0.5624
60 H -0.0553 3.8743 -2.6333
61 N 1.6869 5.1669 -4.4474
62 H 5.0315 3.8734 -0.2444
63 H 5.1997 0.4111 5.0755
64 C -2.9184 2.5783 0.7542
65 H -3.4114 -3.5854 -4.1187
66 N -1.4459 -3.7799 -3.6293
67 O 5.0999 4.1847 2.2428
68 O 2.5221 5.4848 -5.3494
69 C -4.9418 -0.5851 1.4851
70 H 1.7471 -1.5817 -0.8599
71 H 0.4529 1.3950 -1.5040
72 H -0.2556 -1.9915 -3.3522
73 C 4.1745 3.2976 2.3100
74 C -6.3872 -0.1260 1.7865
75 C -2.8666 -4.1015 -3.4915
76 H 3.9995 -1.7323 -2.1044
77 H -2.2276 4.9437 2.9203
78 H -0.4051 3.6873 2.6506
79 O -1.1829 -1.2425 -0.2205
80 O 0.1877 -0.1119 0.9874
81 O 2.1426 -5.0485 -2.5773
82 H -2.4400 5.4051 1.1837
83 C 1.7748 -1.3679 3.6991
84 C 1.0999 1.8676 -2.2156
85 C 4.3221 -1.4418 4.1687
86 C -1.0454 2.7876 2.1615
87 H -3.6589 4.8056 2.1664
88 O -0.6354 0.0678 4.5720
89 H -8.5010 -0.8808 1.8201
90 N -2.2658 3.3414 1.5304
91 C -5.8208 -2.6471 0.0411
92 C -2.6359 4.6661 1.8866
93 H 3.4486 -2.6111 -3.4811
94 H -5.6558 -3.4339 -0.4586
95 H 5.1861 2.1677 -0.5646

=====

Formula: C31H45BBrClF3I2N3O7SSi
Source: the Open Molecules 2025 dataset
Level of theory: ωB97M-V/def2-TZVPD

Calculated values
Net charge ... +2
Frontier orbital gap ... 3.97 eV
HOMO level ... -11.8 eV

Geometry (Å):
1 I 4.4260 -2.9222 -0.0169
2 C -7.1621 0.8081 5.6915
3 H 0.5874 -4.2690 -0.1358
4 O -4.3707 0.8695 -2.2379
5 H -7.7673 -1.4040 7.1210
6 H -5.1012 0.3462 8.2140
7 C 2.8177 -3.7284 -3.4187
8 C -1.0284 -0.5959 -2.5050
9 H 1.1857 0.9852 -1.2636
10 S -3.0237 1.2776 -2.4457
11 H 1.1342 -0.7427 -1.2327
12 C -4.3807 3.0420 4.4926
13 H 3.3746 3.7496 -3.7431
14 H -1.2581 0.8636 -0.9506
15 O 2.9492 -4.7769 -2.4813
16 H 4.9842 -2.1589 -3.0065
17 H -0.8305 -5.4442 -2.3781
18 C -2.0145 5.7194 2.2122
19 C -5.1749 2.0853 5.3069
20 C 2.9167 1.4409 -3.1689
21 H -3.7009 1.8784 6.8738
22 H 1.7656 -7.7727 -3.1295
23 H 3.4669 2.9607 -0.3679
24 H 2.2968 1.3734 -4.0555
25 H -1.8181 6.6178 2.7862
26 C 5.0065 -0.5705 -1.8844
27 H -0.7420 -1.5377 -2.0454
28 C 1.2510 -5.1285 -0.1720
29 H 6.0148 1.5618 0.6177
30 H -1.0803 5.2134 1.9841
31 F 3.6908 1.7832 -5.9074
32 H 2.1942 -4.8987 0.3101
33 H 2.4644 2.2104 -2.5538
34 H -2.9666 3.4585 1.4396
35 H -0.0080 -5.7623 -3.8905
36 H -8.3969 0.0195 7.9999
37 I 2.1679 -2.0484 2.5840
38 C 0.0349 -5.1736 -2.9792
39 N -2.8609 4.8005 3.0153
40 O 4.2212 3.4466 -3.4150
41 H -0.0738 -4.1294 -3.2620
42 Cl -2.8365 3.0896 -1.4158
43 C 1.3298 0.1026 -1.8835
44 H 0.8836 0.4976 0.9367
45 C 2.3008 -2.4235 -2.7811
46 C -4.0314 2.7543 3.1757
47 H -6.8722 2.0057 3.9675
48 C -6.4366 1.6620 4.8955
49 N -6.6687 0.3696 6.8609
50 H 0.5352 -0.2935 -3.9094
51 C -7.5044 -0.5247 7.7026
52 H -4.3343 1.8320 2.6995
53 H 3.7942 -3.5688 -3.8665
54 H -8.1502 0.4647 5.4195
55 F 5.4407 0.6362 -5.1583
56 H -0.0477 1.1693 -3.1747
57 C 4.2833 2.0353 -3.5809
58 H 0.7969 -5.9846 0.3153
59 H 1.0383 -7.9005 -1.5436
60 C -1.8949 0.2190 -1.5489
61 C 0.2412 0.1421 -2.9640
62 Si 1.5667 -5.5850 -1.9759
63 C -3.1980 5.1133 4.2750
64 H 5.1144 1.7221 -2.9610
65 H -2.5462 5.9715 1.2986
66 H 2.8009 -7.7371 -1.7042
67 C 1.8418 -7.4273 -2.1034
68 H -6.9408 -0.8175 8.5811
69 C -4.6819 1.6010 6.5142
70 C 1.9363 0.5755 1.1998
71 O 6.1721 -0.4494 -1.6053
72 H -1.5937 -0.8435 -3.3981
73 C -3.9552 4.2506 5.0355
74 O 5.2297 1.0093 0.6627
75 C 2.8036 0.1365 -2.3539
76 C -3.2689 3.6478 2.4614
77 O -2.5578 1.5047 -3.7668
78 H 2.1557 -2.5575 -1.7134
79 B 4.4269 1.2751 -0.4061
80 F 5.5607 2.8050 -5.4395
81 H -2.4747 -0.4213 -0.8960
82 H 2.1728 -4.0004 -4.2484
83 H 2.3579 1.3987 0.6368
84 C 2.6304 -0.7340 1.0009
85 N 4.5503 -1.2410 -3.0345
86 C 4.7317 1.7963 -5.0431
87 O 4.2382 2.5935 -0.7966
88 Br 2.7891 -1.0437 -5.1242
89 C -5.4479 0.7427 7.2713
90 H -2.8499 6.0605 4.6595
91 H 1.9612 0.8347 2.2536
92 C 3.7540 0.0120 -1.1108
93 C 3.1140 -1.1797 -3.1389
94 C 3.4454 -1.0294 -0.0184
95 H -4.2144 4.5366 6.0453
96 H 1.3176 -2.2529 -3.2050

=====

Formula: C31H45BN9RuS4Se
Source: the Open Molecules 2025 dataset
Level of theory: ωB97M-V/def2-TZVPD

Calculated values
Net charge ... +2
Multiplicity ... 2
Expectation value of S² ... 0.83
Frontier orbital gap (alpha / beta) ... 6.34 / 5.29 eV
Energy above the lowest of the compared OMol25 structures with the same formula, charge and spin ... 0.00 kcal per mole
HOMO level (alpha / beta) ... -13.5 / -13.3 eV

Geometry (Å):
1 H 3.4708 -1.4188 2.7877
2 H 2.1540 -3.0435 -0.3482
3 C -1.6767 -1.1451 4.4744
4 H 4.3942 -2.5153 1.7556
5 H 3.5697 4.3245 3.1059
6 H -8.4864 -1.2913 0.1614
7 S -4.9597 1.7068 -0.3459
8 C 2.4422 -3.9880 2.9687
9 H 3.3630 -1.2718 1.0251
10 C 2.2840 -2.9841 1.8264
11 H 3.6329 1.2564 0.9316
12 Ru -2.9708 0.1110 -0.3901
13 H 5.0005 -1.3781 -3.2676
14 H 1.4597 -4.4623 0.4528
15 N -6.9737 -0.1176 -0.7325
16 H 1.9181 4.7994 2.7230
17 H 1.5870 -4.6639 3.0333
18 C 1.3641 2.7910 0.9393
19 B -0.8513 0.0856 -0.2678
20 H -1.8364 -0.0980 4.7337
21 H -2.6574 -1.5998 4.3208
22 H 4.3066 0.7423 -4.5392
23 C 2.2488 2.0287 3.1459
24 C -0.1666 3.7675 -0.6701
25 H -6.4252 -0.6553 -1.3816
26 C -0.8480 -1.2752 3.2373
27 C 3.1410 -0.3048 -3.0545
28 N -0.4586 -0.7853 0.9579
29 C -1.1690 -2.5554 -4.5124
30 C -0.9415 -1.1436 -2.4278
31 H 3.1128 2.0558 3.8108
32 H 3.6172 -0.0290 -0.9527
33 S -2.6218 -1.3687 -2.0196
34 H -0.5643 -2.8905 -5.3517
35 N -0.1959 -0.4492 -1.5789
36 H 3.9848 2.8573 0.2585
37 C 1.0076 -2.1758 1.9714
38 H -2.0173 -1.9913 -4.9035
39 C 1.6800 -0.6440 -2.8351
40 C 2.8127 4.3177 2.3221
41 C 3.7765 2.3091 1.1799
42 H -1.1946 -1.6397 5.3143
43 H 3.8117 -2.2351 -2.2831
44 C 3.6867 0.5196 -1.8925
45 H 3.6569 -2.1964 -4.0474
46 S -2.6962 0.2584 1.8237
47 C 3.4483 -1.9808 1.8511
48 C 0.9063 3.8859 0.1734
49 Se -4.4708 -1.7325 0.4595
50 N -7.4658 1.5529 0.5654
51 H 0.6059 -2.6035 4.0421
52 N 0.7958 1.6148 0.8133
53 C -6.5089 0.9792 -0.1479
54 C -8.3838 -0.3701 -0.4096
55 S -2.2214 2.1303 -1.5610
56 H -0.0992 5.7832 -1.3811
57 C -8.7605 0.8785 0.4191
58 C 2.5430 2.8712 1.8992
59 H 2.6990 1.4331 -4.2991
60 C 3.2595 0.4983 -4.3582
61 C -3.0365 -2.9152 0.6487
62 C -1.2118 -0.6440 2.0434
63 N -2.0759 -3.5401 0.7754
64 C -0.7784 2.4959 -0.7029
65 C -0.7142 4.8922 -1.4844
66 H 3.3297 -4.5944 2.7901
67 H 4.6505 2.3967 1.8269
68 C -0.3571 -1.7197 -3.5758
69 H -0.7580 4.6181 -2.5398
70 H 3.2001 4.9243 1.5017
71 H -9.1660 0.6160 1.3929
72 H 4.7353 0.7528 -2.0785
73 C 3.9402 -1.6123 -3.1707
74 H 2.9013 -0.0646 -5.2219
75 H 2.0502 0.9892 2.8840
76 N 1.0862 -0.1679 -1.7646
77 H -9.4690 1.5227 -0.0984
78 C 0.2845 -2.0572 3.1659
79 N -0.2401 1.5011 -0.0038
80 H -7.3109 2.4080 1.0726
81 N 0.6239 -1.5174 0.8882
82 H -8.9722 -0.4527 -1.3202
83 H 1.4024 4.8427 0.2662
84 H 2.5818 -3.4992 3.9348
85 H 3.1414 1.4573 -1.7751
86 H -1.7325 5.1288 -1.1700
87 C 2.2700 -3.7324 0.4885
88 H 1.4931 -1.8585 -4.6119
89 H -1.5659 -3.4309 -3.9952
90 H 1.3902 2.4235 3.6939
91 C 0.9731 -1.4537 -3.7534
92 H 3.2148 -4.2637 0.3682

=====

Formula: C31H45Br2NO3S2SiTeTi
Source: the Open Molecules 2025 dataset
Level of theory: ωB97M-V/def2-TZVPD

Calculated values
Net charge ... +2
Frontier orbital gap ... 6.57 eV
Energy above the lowest of the compared OMol25 structures with the same formula, charge and spin ... 36.35 kcal per mole
HOMO level ... -13.6 eV

Geometry (Å):
1 C -5.4372 1.0188 -0.2477
2 C 0.1359 1.7908 3.3751
3 C 4.4869 -3.1114 1.9378
4 H -1.5713 -2.2338 -5.5380
5 H -0.8197 4.3487 0.0763
6 C 0.5446 -3.8126 3.4064
7 H -0.6216 1.0929 -4.2590
8 H -0.1458 2.0996 2.3625
9 C 3.5156 -1.5638 0.3115
10 H -5.4435 2.0807 -0.4754
11 O -3.3167 0.8176 -1.2858
12 C -5.2110 0.4801 -2.6998
13 C 5.9016 -1.9233 0.3887
14 H 2.2355 5.2878 5.6707
15 H 4.7012 2.3920 3.7270
16 H 0.5669 -3.7621 4.4970
17 H 4.9004 -0.6084 -0.9871
18 C 1.1976 3.7292 4.6355
19 C -1.3893 -3.5725 -1.0258
20 C 2.5918 2.0968 3.5449
21 C -0.9012 3.0496 -1.6426
22 C -1.2794 0.3130 -4.6296
23 H -4.1460 -1.3806 0.0112
24 H 2.8273 -4.9311 4.2737
25 C 3.3369 -2.4872 1.3732
26 O -0.8370 1.6300 -1.8795
27 H -1.6970 2.8333 0.3494
28 H 0.9547 -0.5700 -3.1947
29 H 6.8775 -1.6978 -0.0070
30 H -2.9169 -1.8972 -4.4543
31 H -6.2378 0.1314 -2.7425
32 Si -1.8089 0.4110 -1.5760
33 Br 0.5481 -3.7729 -0.9736
34 C -1.0411 -0.9850 -3.8726
35 H -1.0797 0.1554 -5.6854
36 H 2.5821 1.0848 1.6376
37 H 1.2270 3.1590 -1.9918
38 H 6.6308 -3.2504 1.8900
39 H -3.0515 3.1667 -1.7327
40 C 3.7219 2.7709 3.9746
41 Te 0.8768 -0.2557 3.2763
42 H 4.4749 4.4345 5.0908
43 H -1.6687 -3.0642 -3.9912
44 H 5.1248 -4.5471 3.4216
45 H 0.8762 -1.2518 -4.8255
46 S 2.1427 -0.6862 -0.3641
47 H 0.2406 3.4867 -3.4216
48 C 4.7826 -1.3042 -0.1711
49 C -0.8320 3.2840 -0.1356
50 H 0.1967 -4.8164 3.1406
51 C 3.0124 -4.2519 3.4567
52 C 0.3180 3.6371 -2.3482
53 C 1.9228 -3.5823 2.8703
54 H -5.1922 1.5380 -2.9452
55 O -1.4765 -0.8773 -2.4910
56 H -1.8286 -4.4015 -1.5813
57 N 2.0786 -2.7439 1.8479
58 H 0.2211 4.1038 4.8995
59 C 0.4520 -1.3005 -3.8287
60 C -4.5936 -1.2308 -0.9689
61 H 0.6308 -2.2982 -3.4328
62 C -4.6415 0.2562 -1.3034
63 H -2.2154 4.6877 -2.0886
64 H 0.0794 2.8334 0.2581
65 S -1.1584 -0.4162 0.3731
66 C 4.2803 -4.0294 2.9914
67 H -2.2494 3.3922 -3.2889
68 H -1.6110 -2.5897 -1.4637
69 H 3.5698 0.2698 2.8823
70 C 3.5919 3.9258 4.7340
71 H -2.3090 0.6443 -4.5183
72 H -4.0151 -1.7701 -1.7172
73 H -5.6022 -1.6308 -0.9484
74 H -0.7325 1.8619 4.0307
75 H 0.3808 4.7028 -2.1543
76 H -4.6227 -0.0573 -3.4407
77 Br -1.9750 -3.6001 0.8035
78 C 5.7648 -2.7970 1.4358
79 C 2.6613 0.8479 2.7082
80 C 2.3348 4.4030 5.0607
81 Ti 0.5451 -1.7142 0.9089
82 H -6.4612 0.6604 -0.2289
83 C -1.8523 -2.1189 -4.4966
84 H -0.1883 -3.0772 3.0344
85 C 1.3213 2.5756 3.8777
86 C -2.1916 3.6108 -2.2255
87 H -4.9948 0.8770 0.7356

=====

| no. | DFT total energy (a.u.) |
| --- | --- |
| 1 | -5067.4851 |
| 2 | -2568.1732 |
| 3 | -6540.4995 |
| 4 | -5814.6365 |
| 5 | -8839.8574 |